DFT (the ωB97M-V functional and the def2-TZVPD basis) results for a molecular structure, C18H27LuN2O6P2.

Element x y z (Å)
Lu  0.0931  0.1507  -0.3384
P  0.0194  2.7332  -0.0250
C  0.2276  3.3241  -1.7438
C  1.1276  2.4571  -2.6296
N  1.2272  1.1276  -2.3445
C  1.9615  0.3460  -3.1872
C  2.6467  0.8709  -4.2844
C  2.5454  2.2359  -4.5704
C  1.7623  3.0330  -3.7302
C  2.0955  -1.1422  -2.8492
P  0.6728  -1.8716  -1.9299
H  1.6349  4.1102  -3.9040
H  3.2518  0.1924  -4.9019
H  3.0661  2.6693  -5.4282
H  2.1822  -1.7603  -3.7569
H  2.9822  -1.3041  -2.2038
H  -0.8087  3.3598  -2.1588
H  0.6436  4.3352  -1.6102
H  -4.1392  0.3097  -3.0533
O  -4.3608  1.1834  -3.4233
H  -4.5980  0.9704  -4.3442
H  -3.3388  -3.3916  -1.6057
O  -4.1808  -3.3498  -2.0942
H  -4.6170  -4.1812  -1.8321
C  -0.5269  -2.4055  -3.2003
H  -0.0042  -3.1331  -3.8452
H  -1.4190  -2.8404  -2.7072
H  -0.8528  -1.5137  -3.7669
C  1.2866  -3.3695  -1.0762
H  0.4397  -3.8182  -0.5202
H  1.6849  -4.0486  -1.8526
H  2.0637  -3.0603  -0.3496
C  1.4767  3.2762  0.9286
H  1.4853  4.3776  0.8733
H  1.3945  2.8992  1.9656
H  2.3873  2.8364  0.4831
C  -1.4800  3.4903  0.6701
H  -1.6201  3.1081  1.7011
H  -1.3092  4.5819  0.6406
H  -2.3408  3.1728  0.0477
O  1.2582  0.1909  1.6948
C  0.2368  -0.4194  2.2121
O  -0.7478  -0.7227  1.3973
C  -0.0363  -0.8377  3.5846
C  -1.1848  -1.6177  3.8621
C  -1.4296  -2.0262  5.1655
C  -0.5417  -1.6523  6.1935
C  0.5893  -0.8691  5.9082
C  0.8358  -0.4666  4.6095
N  -0.7796  -2.0635  7.5319
O  -1.7833  -2.7660  7.7978
O  0.0232  -1.7144  8.4318
H  -1.8778  -1.9071  3.0691
H  -2.2915  -2.6322  5.4265
H  1.2610  -0.5902  6.7091
H  1.7058  0.1333  4.3632

Forces on the atoms, in the same order (eV/Å):
0.7 -0.2 1.6
-0.1 0.0 0.2
-0.1 0.3 0.2
-0.2 0.0 0.1
0.1 0.1 -0.4
0.1 0.0 0.2
-0.1 -0.2 0.0
-0.2 -0.1 0.3
0.0 0.0 0.1
0.0 -0.2 0.0
-0.1 -0.5 -0.4
0.1 -0.6 0.0
-0.3 0.4 0.3
-0.2 -0.2 0.3
0.4 0.4 0.2
-0.2 0.1 -0.5
0.8 0.2 0.1
-0.3 -0.1 -0.7
-0.4 0.5 -0.2
0.4 -0.8 -0.3
0.0 0.3 0.5
-0.6 0.0 -0.2
0.6 -0.4 0.5
0.0 0.5 -0.3
0.1 0.1 0.2
-0.6 0.2 0.1
0.6 0.1 -0.4
0.2 -0.5 0.1
0.0 0.3 -0.2
0.5 0.1 -0.4
-0.1 0.1 0.7
-0.3 -0.4 -0.4
-0.2 0.0 -0.1
0.3 -0.4 0.3
0.0 0.4 -0.5
-0.3 0.3 0.2
0.3 0.1 -0.2
0.1 0.4 -0.5
-0.6 -0.4 0.2
0.4 0.4 0.4
-1.5 -1.0 0.2
-0.6 0.0 -1.3
0.4 0.3 -0.5
0.3 0.0 0.6
0.3 0.1 0.1
0.3 0.1 0.6
0.5 0.8 -2.4
-0.4 -0.3 0.5
-0.1 -0.1 -0.2
-0.8 -1.4 4.7
1.9 1.5 -1.3
-1.3 -0.4 -2.4
0.4 0.2 0.3
0.1 0.1 -0.1
-0.1 -0.1 0.0
0.0 -0.1 0.1

The energy comes out at -3180.7761 a.u. As for the charge: +2. Its molecular weight is 604.3 g mol⁻¹. The maximum force is 0.0963 hartree/bohr. The relative energy (zero: lowest compared OMol25 entry of this formula, charge and spin) comes out at 30.87 kcal/mol. As for the HOMO energy: -0.546 Ha. The LUMO energy comes out at -6.668 eV. As for the spin multiplicity: 1.